The following is a quantum chemistry calculation of a 2-piece molecular cluster, C6H16S overall, from the OMol25 dataset.

Values from the calculation:
Energy above the lowest of the compared OMol25 structures with the same formula, charge and spin, kJ/mol: 77.5
Net charge: 0
HOMO energy, eV: -8.544
Kohn-Sham gap, hartree: 0.3504
SMILES string: CCSC.CCC

Element x y z (Å)
S -2.5002 1.6639 -1.3348
C 2.6898 -1.1212 1.0573
C -0.7114 1.1022 -1.4993
C -0.3744 1.2355 -2.9663
C 0.4603 -1.7376 2.0381
C -2.7274 1.6889 0.4875
C 1.3432 -1.7763 0.7777
H 0.6122 1.6696 -3.1523
H 3.2536 -1.8038 1.6903
H -3.8215 1.7435 0.5014
H 1.4091 -2.8172 0.4480
H 0.1866 -0.6933 2.1399
H -0.6154 0.3076 -3.4958
H -0.3939 -2.3979 2.0941
H -2.5051 0.7782 1.0477
H -0.5966 0.1094 -1.0764
H 0.7618 -1.2789 -0.0027
H 1.0095 -1.8897 2.9773
H -0.9509 1.9349 -3.5946
H -0.1290 1.8003 -0.9131
H 3.2283 -0.8413 0.1500
H -2.2564 2.5277 0.9865
H 2.6280 -0.2044 1.6396

Cartesian forces, eV/Å:
S 1.31 -0.67 0.91
C -0.04 -0.16 -0.14
C -1.49 1.37 0.02
C -0.17 0.04 -1.37
C 0.86 0.77 0.61
C -0.87 -0.38 -0.65
C -1.00 -0.39 0.50
H 0.33 -0.94 0.15
H 0.41 -0.05 -0.23
H 0.14 0.43 0.51
H 0.52 0.10 -0.06
H -0.73 0.20 0.08
H 0.85 -0.11 0.08
H -0.29 -0.02 -0.44
H 0.34 -0.16 -0.49
H -0.03 -0.12 -0.24
H 0.31 0.14 -0.10
H 0.29 -0.40 -0.32
H -0.54 0.20 0.99
H 0.17 0.10 0.22
H 0.15 -0.39 0.05
H -0.04 0.23 -0.14
H -0.47 0.17 0.05